DFT (ωB97M-V/def2-TZVPD) results for a gas-phase ion, C7H13O2 (charge +1).

Last column: Löwdin charge in e.
Cartesian coordinates (Å):
O1 -0.286 -0.037 -0.987  0.18
O2 0.739 -0.734 0.980  0.19
C1 -2.561 0.577 -1.673  -0.23
C2 4.046 -1.316 1.224  -0.08
C3 1.694 -1.686 0.222  0.05
C4 0.403 -0.652 -0.202  -0.24
C5 -1.566 0.615 -0.599  -0.09
C6 -3.804 1.345 -1.229  -0.08
C7 3.090 -1.209 0.041  -0.23
H1 1.333 -2.631 0.500  0.13
H2 -2.356 1.017 -2.619  0.11
H3 -4.226 1.930 -2.059  0.09
H4 4.808 -0.515 1.092  0.10
H5 -4.595 0.630 -0.938  0.09
H6 -3.526 1.985 -0.337  0.10
H7 -2.905 -0.473 -1.899  0.14
H8 -1.312 1.660 -0.280  0.17
H9 3.468 -1.936 -0.753  0.16
H10 4.513 -2.312 1.283  0.09
H11 3.451 -1.100 2.162  0.10
H12 -1.810 0.122 0.276  0.12
H13 3.056 -0.156 -0.347  0.14

Results
2S+1: 1
LUMO: -3.568 eV
Energy above the lowest of the compared OMol25 structures with the same formula, charge and spin: 2.608 eV
HOMO level: -15.16 eV
Energy: -424.60342 hartree
Total charge: +1